Entry 1:
The following is a DFT calculation (ωB97M-V with the def2-TZVPD basis set) of C2H8N4S as an isolated structure.

- Kohn-Sham gap: 8.9 eV
- LUMO: 0.6 eV
- DFT total energy: -18993.30653 eV
- ΔE to the lowest compared entry with this formula, charge and spin: 466.0 kJ/mol

The geometry in XYZ format:
```
15
C2H8N4S ωB97M-V with the def2-TZVPD basis set
C -0.80 1.86 -0.41
C -0.47 -0.35 0.51
H -1.07 2.89 -0.20
H -1.69 1.72 -1.14
H 0.47 1.71 -0.89
H -0.16 1.37 1.67
H 1.19 -1.84 0.34
H 1.99 0.04 -1.55
H -2.98 -0.46 0.37
H -3.02 -1.59 -1.43
N -0.85 0.96 0.90
N 1.03 -0.89 0.51
N -1.18 -1.11 -0.09
N -2.44 -0.76 -0.44
S 2.31 -0.02 -0.25
```


Entry 2:
The following is a DFT calculation (ωB97M-V with the def2-TZVPD basis set) of C12H9CrF9O14S3 as an isolated structure.

- Total charge: -3
- Kohn-Sham gap (spin up / spin down): 6.5 / 6.5 eV
- LUMO (spin up / spin down): 6.6 / 6.6 eV
- Expectation value of S²: 3.77
- DFT total energy: -126641.99836 eV
- 2S+1: 4
- ΔE to the lowest compared entry with this formula, charge and spin: 78.9 kJ/mol

The geometry in XYZ format:
```
48
C12H9CrF9O14S3 ωB97M-V with the def2-TZVPD basis set
Cr -0.38 0.00 -0.45
C 1.53 -1.86 -3.02
C 0.18 -1.27 -3.38
C -0.75 -2.33 -3.97
O -0.50 -0.71 -2.29
H 2.12 -2.31 -3.83
H 1.30 -2.77 -2.46
H 2.17 -1.16 -2.48
H 0.29 -0.52 -4.17
H -0.38 -2.83 -4.88
H -1.69 -1.85 -4.22
H -0.86 -3.13 -3.23
C 1.45 1.33 3.20
C 2.78 1.63 3.55
C 3.90 1.19 2.54
O 5.06 1.47 2.84
C 3.52 0.69 1.22
C 2.17 0.54 0.94
C 1.12 0.87 1.97
O -0.11 0.56 1.70
O 1.81 0.16 -0.24
O 3.07 2.26 4.58
H 0.64 1.42 3.92
H 4.24 0.36 0.48
C -4.65 1.13 0.64
F -4.73 1.86 -0.46
F -3.94 1.77 1.55
F -5.88 0.83 1.08
S -3.76 -0.50 0.12
O -4.36 -0.85 -1.14
O -2.33 -0.09 -0.01
O -4.10 -1.53 1.12
C 0.86 -3.11 2.52
F 1.67 -4.17 2.46
F 0.15 -3.08 3.63
F 1.63 -2.03 2.38
S -0.38 -3.19 0.98
O 0.22 -4.24 0.17
O -1.69 -3.59 1.49
O -0.29 -1.85 0.37
C 0.47 4.35 -0.18
F 1.56 4.34 -0.94
F 0.72 3.73 0.98
F 0.12 5.61 0.03
S -0.82 3.37 -1.14
O -0.49 1.95 -0.84
O -2.11 3.80 -0.62
O -0.58 3.73 -2.52
```


Entry 3:
The following is a DFT calculation (ωB97M-V with the def2-TZVPD basis set) of C4H7NO as an isolated structure.

- Kohn-Sham gap (spin up / spin down): 8.3 / 8.3 eV
- LUMO (spin up / spin down): -0.2 / -0.2 eV
- DFT total energy: -7795.29076 eV
- ΔE to the lowest compared entry with this formula, charge and spin: 420.1 kJ/mol

The geometry in XYZ format:
```
13
C4H7NO ωB97M-V with the def2-TZVPD basis set
C -1.00 -1.26 -0.85
N -0.16 -0.12 -0.55
C 1.22 -0.18 -0.50
C -0.23 0.48 0.66
C 0.24 1.80 1.08
O -0.14 2.27 2.14
H -0.71 -1.68 -1.82
H -2.05 -0.95 -0.88
H -0.87 -2.03 -0.08
H 1.75 -0.73 0.25
H 1.77 0.09 -1.40
H -0.84 -0.01 1.42
H 1.03 2.29 0.49
```


Entry 4:
The following is a DFT calculation (ωB97M-V with the def2-TZVPD basis set) of C20H26N5O4Pd as an isolated structure.

- Total charge: -1
- Kohn-Sham gap: 6.4 eV
- LUMO: 2.3 eV
- DFT total energy: -40283.00042 eV
- ΔE to the lowest compared entry with this formula, charge and spin: 0.0 kJ/mol

The geometry in XYZ format:
```
56
C20H26N5O4Pd ωB97M-V with the def2-TZVPD basis set
Pd -0.18 0.25 -0.43
O -0.48 4.97 3.62
C -0.78 3.83 4.18
O -1.26 3.75 5.30
C -0.57 2.60 3.37
C -0.83 1.33 3.84
N -0.50 0.48 2.85
N -0.04 1.12 1.76
C -0.07 2.41 2.05
C 0.36 3.40 0.98
O 0.40 4.62 1.32
O 0.61 2.92 -0.13
H -0.10 4.82 2.63
H -1.21 1.01 4.79
H -0.57 -0.52 2.82
N 0.71 -1.29 -1.66
C 1.48 -0.62 -0.96
N 2.81 -0.57 -0.72
C 3.36 0.63 -0.13
C 4.58 0.29 0.72
C 5.60 -0.49 -0.10
C 4.96 -1.72 -0.74
C 3.73 -1.33 -1.55
H 2.57 1.12 0.44
H 3.66 1.34 -0.92
H 4.25 -0.32 1.57
H 5.02 1.20 1.12
H 6.45 -0.78 0.51
H 5.98 0.16 -0.90
H 4.65 -2.42 0.05
H 5.67 -2.24 -1.38
H 3.19 -2.21 -1.92
H 4.04 -0.74 -2.42
C -2.30 -3.45 -2.84
N -1.72 -2.36 -2.06
C -1.81 -2.64 -0.60
C -2.28 -0.99 -2.50
C -3.08 -0.27 -1.46
C -4.47 -0.32 -1.49
C -5.21 0.39 -0.55
C -4.53 1.14 0.40
C -3.14 1.17 0.42
C -2.34 0.46 -0.50
H -1.87 -4.40 -2.53
H -2.10 -3.29 -3.90
H -3.38 -3.47 -2.68
H -0.68 -2.22 -2.19
H -2.85 -2.63 -0.29
H -1.22 -1.85 -0.11
H -1.35 -3.61 -0.43
H -2.83 -1.18 -3.42
H -1.39 -0.40 -2.71
H -4.98 -0.89 -2.26
H -6.29 0.36 -0.57
H -5.09 1.71 1.13
H -2.65 1.78 1.18
```


Entry 5:
The following is a DFT calculation (ωB97M-V with the def2-TZVPD basis set) of a 2-piece molecular cluster, C3H8N2O2S overall.

- Kohn-Sham gap: 8.2 eV
- SMILES string: NC(S)=C(O)O.C=N
- LUMO: 0.5 eV
- DFT total energy: -21148.43402 eV
- ΔE to the lowest compared entry with this formula, charge and spin: 232.7 kJ/mol

The geometry in XYZ format:
```
16
C3H8N2O2S ωB97M-V with the def2-TZVPD basis set
N 0.45 -0.32 -0.99
C 1.15 0.41 -0.06
S 0.46 1.90 0.63
C 2.24 -0.14 0.50
O 2.94 -1.19 -0.05
O 2.97 0.49 1.43
H -0.24 0.23 -1.67
H 1.27 -0.81 -1.35
H -0.67 1.33 0.98
H 3.85 -1.06 0.18
H 2.51 1.29 1.51
C -2.54 0.20 -0.56
N -3.68 0.35 -0.04
H -2.11 0.73 -1.35
H -1.96 -0.59 -0.11
H -4.14 1.12 -0.38
```


Entry 6:
The following is a DFT calculation (ωB97M-V with the def2-TZVPD basis set) of C41H45N5O2Ru as an isolated structure.

- Total charge: +1
- Kohn-Sham gap (spin up / spin down): 6.8 / 6.2 eV
- LUMO (spin up / spin down): -3.9 / -4.5 eV
- Expectation value of S²: 0.76
- DFT total energy: -57372.88285 eV
- 2S+1: 2

The geometry in XYZ format:
```
94
C41H45N5O2Ru ωB97M-V with the def2-TZVPD basis set
Ru -0.17 -0.59 -0.01
C 0.42 -3.15 -3.54
C 0.99 -1.92 -2.83
C 1.28 -0.82 -3.86
C 2.23 -2.21 -1.99
C 3.08 -3.26 -2.32
C 4.25 -3.47 -1.61
C 4.59 -2.62 -0.57
C 3.76 -1.56 -0.20
C 4.15 -0.68 0.97
C 4.49 -1.53 2.21
C 5.34 0.22 0.63
C 2.59 -1.35 -0.93
N 1.70 -0.26 -0.68
C 2.04 1.01 -1.02
O 3.12 1.39 -1.42
C 0.85 1.94 -0.95
C 0.82 3.24 -1.40
C -0.38 3.93 -1.35
C -1.52 3.30 -0.85
C -1.41 1.99 -0.44
N -0.25 1.34 -0.52
C -2.55 1.11 0.02
O -3.64 1.56 0.27
N -2.17 -0.21 0.13
C -3.19 -1.22 0.16
C -3.41 -1.97 1.32
C -4.45 -2.89 1.33
C -5.26 -3.06 0.23
C -5.03 -2.33 -0.91
C -3.99 -1.41 -0.98
C -3.72 -0.70 -2.29
C -3.52 -1.70 -3.44
C -4.85 0.28 -2.64
C -2.62 -1.69 2.59
C -3.41 -0.71 3.47
C -2.27 -2.95 3.37
H -0.54 -2.91 -4.00
H 0.28 -3.99 -2.85
H 1.08 -3.48 -4.34
H 0.20 -1.53 -2.15
H 2.03 -1.17 -4.56
H 1.66 0.08 -3.38
H 0.37 -0.56 -4.41
H 2.85 -3.91 -3.15
H 4.90 -4.29 -1.87
H 5.51 -2.78 -0.03
H 3.30 -0.05 1.22
H 5.43 -2.05 2.08
H 3.71 -2.27 2.41
H 4.58 -0.89 3.09
H 6.23 -0.39 0.43
H 5.57 0.89 1.46
H 5.13 0.82 -0.25
H 1.73 3.68 -1.78
H -0.44 4.95 -1.71
H -2.47 3.80 -0.78
H -4.64 -3.47 2.23
H -6.08 -3.77 0.27
H -5.68 -2.46 -1.77
H -2.79 -0.13 -2.20
H -4.44 -2.23 -3.66
H -2.75 -2.44 -3.19
H -3.21 -1.17 -4.34
H -5.78 -0.26 -2.81
H -4.60 0.82 -3.56
H -5.01 1.00 -1.84
H -1.70 -1.19 2.30
H -4.35 -1.16 3.80
H -3.66 0.20 2.92
H -2.83 -0.43 4.35
H -3.15 -3.41 3.81
H -1.58 -2.70 4.19
H -1.78 -3.69 2.72
C 1.03 0.74 4.03
C 1.41 -0.46 4.60
C 1.35 -1.62 3.85
C 0.93 -1.57 2.54
N 0.56 -0.39 2.00
C 0.59 0.73 2.72
C 0.77 -2.76 1.68
C 1.29 -4.00 1.98
C 1.01 -5.08 1.15
C 0.16 -4.88 0.08
C -0.31 -3.61 -0.16
N 0.02 -2.56 0.60
H 1.04 1.67 4.59
H 1.73 -0.49 5.63
H 1.60 -2.57 4.30
H 0.26 1.63 2.22
H 1.94 -4.12 2.84
H 1.43 -6.05 1.36
H -0.12 -5.70 -0.57
H -0.99 -3.40 -0.98
```


Entry 7:
The following is a DFT calculation (ωB97M-V with the def2-TZVPD basis set) of C4H7CuFO3 as an isolated structure.

- Kohn-Sham gap (spin up / spin down): 8.1 / 7.1 eV
- LUMO (spin up / spin down): 0.3 / -0.8 eV
- Expectation value of S²: 0.76
- DFT total energy: -57755.30893 eV
- 2S+1: 2

The geometry in XYZ format:
```
16
C4H7CuFO3 ωB97M-V with the def2-TZVPD basis set
F -1.60 -0.83 -1.45
O 2.38 1.56 -0.21
C 2.93 0.52 -0.70
O 2.04 -0.52 -0.58
C 2.01 -1.57 0.46
C -1.42 -0.80 -0.09
O -0.92 0.46 0.27
C -1.83 1.57 0.12
Cu 0.89 0.72 0.68
H 3.02 -1.69 0.89
H 1.67 -2.45 -0.12
H -0.65 -1.55 0.14
H -2.41 -0.94 0.37
H -1.26 2.48 0.35
H -2.17 1.63 -0.92
H -2.68 1.42 0.80
```


Entry 8:
The following is a DFT calculation (ωB97M-V with the def2-TZVPD basis set) of C7H6NO5P as an isolated structure.

- Total charge: -2
- Kohn-Sham gap: 5.8 eV
- LUMO: 6.0 eV
- DFT total energy: -28368.86920 eV
- ΔE to the lowest compared entry with this formula, charge and spin: 517.2 kJ/mol

The geometry in XYZ format:
```
20
C7H6NO5P ωB97M-V with the def2-TZVPD basis set
C -0.91 0.62 -0.13
C -0.56 -0.50 -0.88
C -0.51 1.00 1.04
C 0.53 -1.17 -0.38
C 0.40 0.26 1.61
C 1.14 -0.64 0.79
C 2.95 0.45 -0.88
N 2.96 1.69 -0.43
O 2.60 2.74 -1.06
O 3.23 -2.41 -0.69
O 2.26 -1.39 1.36
O 3.40 1.93 0.73
O 4.71 -0.90 0.73
P 3.42 -1.14 0.11
H -1.68 1.20 -0.73
H -0.77 -0.91 -1.89
H -0.87 1.62 1.83
H 1.26 -1.89 -0.71
H 0.70 0.37 2.66
H 2.90 0.15 -1.98
```